# 1
The following is a DFT calculation (the ωB97M-V functional and the def2-TZVPD basis) of a cluster of 2 separate species, C2H8NO in total.

The geometry in XYZ format:
```
12
Properties=species:S:1:pos:R:3:forces:R:3:lowdin_charge:R:1
H -3.2161 -0.2227 -0.5542 -0.2 -0.9 1.4 0.13
O 1.1411 -0.3790 -0.1702 -2.8 -1.2 -0.2 -0.10
H -1.7716 -0.9162 -1.1247 0.5 0.9 -0.7 0.11
H 0.3184 -0.2170 0.4338 1.8 0.1 -0.3 0.06
H 3.1153 -0.5351 -0.2893 -0.6 0.6 0.2 0.13
H -1.3622 1.3712 0.0947 2.7 -0.3 0.6 0.15
H 2.5772 0.5850 1.0870 -0.4 -0.8 -2.2 0.14
C -1.3516 0.4013 0.6479 -5.9 -0.9 -4.5 0.22
N -2.2132 -0.3356 -0.4236 3.0 1.2 2.7 0.13
H 2.4911 1.1140 -0.6828 -0.2 -0.2 0.0 0.09
H -1.8054 0.2982 1.6309 0.4 0.1 0.2 0.10
C 2.3544 0.2493 -0.0260 1.8 1.2 2.6 -0.14
```
Forces are in eV/Å.

Energy relative to the best compared isomer or geometry (same formula, charge and spin): 693.5 kJ/mol
Orbital gap: 5.914 eV
Net charge: +1
Multiplicity: 1



# 2
The following is a DFT calculation (the ωB97M-V functional and the def2-TZVPD basis) of a cluster of 5 separate species, H11O5 in total.

The geometry in XYZ format:
```
16
Properties=species:S:1:pos:R:3:forces:R:3:lowdin_charge:R:1
O -1.5512 1.1263 0.2550 -0.5 -0.3 -0.3 -0.01
O 2.5553 -0.4044 -0.4864 0.5 0.1 -1.9 -0.05
H 0.7471 -0.7296 -0.0251 -1.5 0.1 0.8 0.13
H 3.0567 -0.3382 -1.3503 -1.2 0.0 1.2 0.10
H 3.2469 -0.7087 0.0926 0.3 -0.2 0.8 0.05
H 0.5428 -3.7679 -0.0521 0.2 -0.7 -0.7 0.09
H -0.4672 3.8229 -0.9192 -0.5 -0.3 0.7 0.08
H -0.1607 -1.9279 0.5043 -0.7 -0.6 0.4 0.02
H -1.6901 4.5117 -0.3121 0.7 -2.0 0.3 0.12
O -1.1905 3.6282 -0.2768 0.1 2.6 -1.3 -0.08
O 0.1877 -3.2843 0.6791 -1.0 -0.4 1.4 0.04
H -0.4545 -3.8506 1.1669 0.8 0.4 -0.6 0.13
H -1.3710 1.9382 -0.2878 -0.2 -0.3 0.8 0.05
H -0.7666 -0.0556 0.4334 -0.5 -0.2 -0.3 0.08
O -0.1747 -0.9276 0.3935 2.9 1.7 -1.3 0.12
H -2.5099 0.9676 0.1849 0.5 0.1 0.1 0.11
```
Forces are in eV/Å.

Energy relative to the best compared isomer or geometry (same formula, charge and spin): 74.1 kJ/mol
Orbital gap: 12.602 eV
Net charge: +1
Multiplicity: 1



# 3
The following is a DFT calculation (the ωB97M-V functional and the def2-TZVPD basis) of a structure of composition C40H60CoN8O4P.

The geometry in XYZ format:
```
114
Properties=species:S:1:pos:R:3:forces:R:3:lowdin_charge:R:1
C -3.8953 -1.0095 1.3381 0.2 -0.1 0.0 -0.04
H 4.5299 0.6907 -3.6183 0.0 0.0 0.1 0.13
H -2.1630 -3.4092 -0.1181 -0.1 0.1 0.0 0.08
N -2.5660 1.8892 0.4282 -0.4 0.1 -0.3 0.17
C -3.0989 2.2494 -0.7451 -0.6 0.3 1.0 -0.15
C -4.3652 3.0211 1.5226 0.1 0.0 -0.3 0.04
H 4.1987 -2.8984 -2.6971 0.0 -0.1 0.0 0.09
P -1.2824 -1.5093 -1.3638 -0.4 -1.1 -0.4 1.09
H 0.8843 -2.0214 -2.3578 0.1 0.0 0.2 0.05
C -1.2553 -4.5733 -2.2827 0.0 -0.1 0.0 -0.18
C -0.0746 3.8169 2.9333 0.0 -0.3 -0.1 -0.04
H -4.3262 -0.1747 1.8860 -0.1 0.1 0.0 0.07
C -2.4815 -2.9254 -1.0468 0.2 0.5 0.3 -0.32
Co -0.5899 0.4177 0.5330 0.7 -0.3 -0.2 0.72
H 5.3741 0.0715 3.6577 0.1 0.1 0.0 0.08
H -3.1188 -0.6186 0.6807 -0.1 0.0 -0.1 0.03
C 2.8748 3.9726 1.6910 0.1 0.0 -0.1 -0.04
H -3.1217 -0.7001 4.0207 0.0 0.1 0.1 0.07
C 4.5329 2.2861 1.9441 -0.1 0.1 0.0 -0.04
H -3.9178 -2.8120 -3.1984 0.0 -0.1 0.0 0.13
C 0.1224 -2.6463 -1.8858 0.1 0.4 0.3 -0.32
C -3.1978 2.2609 1.5426 -0.1 0.2 -0.5 -0.17
C -0.7336 -3.1198 -4.0737 0.1 0.0 -0.1 -0.19
C 2.7271 0.7963 -4.7859 0.2 0.0 0.2 -0.06
H 4.2037 -1.7005 -3.9773 0.0 0.0 -0.1 0.07
H 2.6699 -2.3398 -3.3706 -0.1 0.0 -0.1 0.06
H 5.5714 2.0179 2.0568 0.1 -0.1 0.0 0.11
N -1.9985 -2.4230 -3.9233 -0.2 0.0 -0.5 -0.15
N 2.9325 0.2652 -2.3697 0.3 0.0 0.0 -0.07
H 0.5848 5.5848 1.0853 0.0 0.1 0.0 0.08
H 6.1963 -0.0546 1.4281 0.1 0.1 0.0 0.08
C 3.5713 1.2843 1.8999 -0.4 0.0 -0.1 -0.12
H -1.1212 4.1145 2.8887 -0.2 0.1 0.1 0.08
C 0.4422 3.4648 1.5360 -0.1 0.1 0.0 -0.38
C 0.2095 -2.5757 3.1690 0.2 0.6 -0.2 -0.02
H 1.0243 -3.0373 3.6911 0.2 0.0 0.2 0.10
H 3.2735 -0.8094 1.6066 0.1 0.0 0.0 0.11
C 4.2007 3.6207 1.8505 0.0 0.0 0.0 -0.06
H 0.0201 2.9688 3.6041 0.0 -0.1 0.1 0.09
C -4.9160 3.3880 0.2981 0.3 -0.2 0.3 0.00
H 3.5273 2.0803 -3.2425 0.1 -0.1 0.0 0.11
H -4.7122 -1.4708 3.8787 -0.2 0.0 0.0 0.09
C 4.0783 -0.1423 1.9337 0.1 -0.1 0.0 -0.38
H -0.9094 -4.9688 -1.3238 0.0 0.0 -0.1 0.13
H -0.8103 4.7921 0.3811 -0.1 0.1 0.0 0.07
C -2.5258 1.7605 2.7790 0.5 -0.3 0.3 -0.47
N -0.9721 -1.1409 1.8442 -0.2 0.2 -0.1 0.02
H -3.4866 -2.5140 -0.9139 0.1 0.0 0.2 0.08
O -3.1254 1.9321 3.9577 0.1 0.1 0.1 0.16
C 0.2506 -1.3647 2.4429 0.0 -0.9 0.3 -0.30
C 0.2467 4.6673 0.6111 0.0 -0.3 0.0 -0.06
H -0.8789 -3.9360 -4.7865 0.1 0.0 0.0 0.13
H -3.9761 2.3885 3.9203 0.1 -0.1 -0.1 0.11
C 2.2029 1.6448 1.7822 0.8 0.7 0.1 -0.15
H 1.9829 -0.4751 3.2663 0.1 -0.1 -0.2 0.12
O -1.4640 1.1939 2.7070 -0.8 0.7 0.2 0.08
H -2.3747 1.6192 -3.8114 0.1 0.0 0.3 0.14
N 1.1728 0.7117 1.7637 -0.8 -0.6 0.3 0.01
H -1.4685 -3.9344 3.4957 -0.1 -0.2 0.2 0.10
C 1.8666 0.7365 -1.6775 0.0 0.0 0.0 -0.39
N 1.2040 0.0896 -0.7830 -0.5 -0.2 0.1 0.08
H -3.8646 -3.7668 1.0683 0.0 0.0 -0.1 0.06
C 1.4506 2.1512 -1.9520 -0.1 0.0 0.1 0.00
H -0.1426 2.6187 1.1396 0.1 0.4 0.1 0.07
H 2.2510 2.8310 -1.6614 0.0 0.0 0.0 0.10
H 4.7048 -0.6540 -1.8298 -0.2 0.0 0.1 0.11
H 4.9652 4.3806 1.8897 0.1 0.1 0.0 0.11
H 3.2705 -1.3482 -1.0853 0.1 0.1 0.0 0.10
C 5.2543 -0.3364 0.9660 -0.2 0.0 0.0 -0.07
H -5.8226 3.9706 0.2540 -0.1 0.0 0.0 0.13
H 1.6770 1.0566 -4.6707 -0.1 0.0 0.0 0.06
H 0.5724 2.3612 -1.3529 0.1 0.1 0.0 0.05
C -4.2774 2.9868 -0.8600 0.4 -0.2 0.0 0.05
H -3.1308 -4.1537 -4.0680 0.0 0.1 0.0 0.13
H 1.5619 -0.8401 -0.5873 0.0 0.1 0.0 0.05
H 3.7560 -0.4383 4.0885 0.0 0.0 0.1 0.07
C -1.0762 -3.0398 3.0565 -0.3 0.1 -0.3 -0.04
H 0.4954 4.6472 3.3416 0.1 0.1 0.0 0.09
C 3.4970 1.0154 -3.4819 -0.2 0.2 -0.4 -0.20
C -1.8018 -2.0979 2.2804 0.4 -0.6 0.1 -0.27
H 0.0117 -2.4263 -4.4745 0.0 0.0 0.0 0.13
H -4.6560 3.2259 -1.8397 -0.1 0.1 -0.1 0.13
C 1.8779 3.0142 1.6434 0.0 -0.3 -0.1 -0.14
N -0.2460 -3.6790 -2.8255 0.3 -0.3 -0.2 -0.15
C -1.8606 -1.2227 -3.1360 0.1 0.3 0.4 -0.32
H 3.1569 1.4120 -5.5711 0.0 0.1 -0.1 0.08
C 3.6730 -2.0311 -3.0889 0.0 0.2 0.2 -0.06
H -4.6874 -1.4404 0.7304 -0.1 0.0 -0.1 0.08
C -2.3419 1.7624 -1.9013 1.3 -0.7 -1.0 -0.44
H -3.5430 -4.1689 2.7501 0.0 -0.1 0.1 0.08
O -2.8971 2.0058 -3.0897 -0.3 0.2 0.3 0.15
C 1.2284 -0.3645 2.4922 0.1 0.5 0.2 -0.09
H -3.3288 -2.3885 4.4663 0.0 -0.1 0.1 0.09
H 4.8657 -1.5880 3.3414 0.1 -0.1 0.0 0.09
C -3.3103 -2.0448 2.3132 -0.2 0.0 0.1 -0.51
C 4.5384 -0.5495 3.3412 -0.2 -0.1 -0.2 -0.05
H 2.7834 -0.2424 -5.1003 0.0 -0.1 0.0 0.06
H 5.3324 -1.3818 0.6762 0.1 -0.1 0.0 0.08
H 1.2166 2.3171 -2.9996 0.0 0.1 -0.1 0.08
N -2.5339 -3.9126 -2.0949 -0.3 -0.5 -0.1 -0.15
H 2.6200 5.0171 1.6119 -0.1 0.1 0.0 0.11
C -3.6403 -1.6203 3.7636 -0.1 0.0 -0.2 -0.03
C -2.9728 -3.3401 -3.3547 -0.1 -0.1 0.0 -0.18
H -1.1261 -0.5727 -3.6237 -0.1 0.1 0.0 0.09
H -5.0273 -3.3399 2.3135 -0.2 0.0 0.0 0.09
H 0.7911 4.5418 -0.3197 0.1 0.0 -0.2 0.07
H -1.3943 -5.4036 -2.9813 0.0 0.0 0.1 0.13
O -1.2914 1.1606 -1.7608 -0.9 1.2 -0.3 -0.04
C -3.9657 -3.4172 2.0907 0.2 0.2 0.0 -0.04
H -2.8341 -0.7190 -3.1097 0.1 0.1 0.0 0.09
C 3.6638 -0.9416 -2.0185 0.1 -0.4 0.0 -0.21
H -4.8515 3.3498 2.4285 0.0 0.0 0.1 0.12
H 5.1166 0.2685 0.0749 0.1 0.0 -0.1 0.07
H 0.5401 -3.1172 -0.9888 0.1 0.1 0.0 0.10
```
Forces are in eV/Å.

⟨S²⟩: 3.76
Orbital gap (alpha / beta): 5.446 / 5.425 eV
Net charge: +1
Multiplicity: 4



# 4
The following is a DFT calculation (the ωB97M-V functional and the def2-TZVPD basis) of an isolated molecule of C4H6N2O.

The geometry in XYZ format:
```
13
Properties=species:S:1:pos:R:3:forces:R:3:lowdin_charge:R:1
H 0.8068 2.0289 -1.9128 0.1 -0.1 0.0 0.08
C -0.2787 -0.9509 0.9113 0.0 0.2 -0.2 -0.40
N 1.2406 1.1820 -1.5673 0.0 0.1 0.1 0.07
C 0.3994 0.4689 -0.6909 -0.2 -0.1 0.1 -0.35
H -1.6894 0.9972 -1.2854 0.1 -0.1 0.0 0.11
N -1.3784 -0.4080 0.3219 0.1 -0.2 0.1 0.07
O -0.4485 -1.8716 1.9043 0.1 0.1 0.1 0.05
H -2.2970 -0.8071 0.4191 0.0 0.1 0.1 0.15
H -0.1598 -1.4775 2.7368 0.0 -0.1 -0.1 0.11
H 2.1245 1.4179 -1.1353 -0.1 0.0 -0.1 0.08
H 1.8715 -0.6777 0.5767 -0.2 0.1 0.0 0.11
C -0.9724 0.4529 -0.6878 0.1 0.1 -0.1 -0.09
C 0.8480 -0.4318 0.3263 0.0 -0.1 0.0 0.01
```
Forces are in eV/Å.

Energy relative to the best compared isomer or geometry (same formula, charge and spin): 96.7 kJ/mol
Orbital gap: 8.268 eV
Multiplicity: 1



# 5
The following is a DFT calculation (the ωB97M-V functional and the def2-TZVPD basis) of a structure of composition C8H26BrMgN2O4.

The geometry in XYZ format:
```
42
Properties=species:S:1:pos:R:3:forces:R:3:lowdin_charge:R:1
H 27.0112 -8.2334 -3.8547 -0.3 -0.1 0.0 0.15
H 27.5205 -9.6547 -1.7483 0.5 -0.7 0.2 0.09
H 25.4818 -9.6634 -4.8591 -0.1 -0.4 -0.1 0.01
H 25.9235 -9.5862 -2.1891 -0.6 -0.5 -0.1 0.06
C 27.2081 -9.3055 -3.8468 0.3 -1.7 1.0 -0.43
H 20.7680 -4.6788 -5.5309 -0.5 0.7 0.3 0.08
H 17.3783 -2.0862 -8.6924 -0.3 -0.1 0.6 0.13
Mg 21.6171 -9.0226 -3.9782 0.9 0.6 -0.2 1.04
O 24.1075 -6.0799 -7.9343 -0.6 0.1 0.0 -0.05
O 25.8505 -5.2993 -5.4001 0.1 -0.1 0.0 -0.04
H 31.6137 -8.3882 -2.9561 -0.9 0.5 0.2 0.09
H 25.3528 -6.1147 -5.4616 0.2 -0.2 0.1 -0.09
C 17.3330 -3.1007 -9.0884 0.2 0.1 0.7 0.09
O 29.5301 -8.7197 -3.5563 1.1 0.8 0.0 -0.19
C 20.1172 -5.9173 -8.4975 0.8 1.0 -0.4 -0.04
N 20.5557 -5.3542 -6.2512 -1.0 0.9 1.9 0.01
H 21.0976 -6.3932 -8.5175 0.1 0.0 -0.4 0.08
H 16.6773 -3.7933 -8.5607 -0.4 0.3 0.5 0.14
H 19.8216 -5.6396 -9.5093 0.4 0.0 0.0 0.08
C 26.8626 -10.0143 -2.5396 0.8 2.5 1.8 -0.07
C 19.1462 -3.6780 -7.5115 1.4 -1.8 -0.5 -0.06
H 26.8136 -11.0963 -2.6618 0.3 0.2 0.4 0.08
H 26.3032 -11.0330 -4.3308 -0.4 0.1 -0.5 0.07
Br 23.3812 -7.5486 -4.6165 -1.1 -0.8 0.4 0.17
H 25.2070 -4.6455 -5.1268 -0.1 0.4 0.1 0.04
C 30.9518 -9.1004 -3.4488 -1.3 -1.1 -0.2 -0.05
H 21.3891 -5.9064 -6.1078 0.3 -0.5 -1.4 0.01
N 26.3803 -10.0995 -4.7086 -0.9 0.6 -2.6 0.02
H 31.4560 -9.3161 -4.3907 -0.5 0.0 -0.4 0.08
H 21.3446 -4.2280 -7.7203 -0.5 0.6 -1.1 0.14
H 24.1655 -6.2555 -6.9951 0.2 0.1 0.0 -0.07
H 16.9376 -3.0274 -10.1015 1.3 -0.6 -0.4 0.13
H 28.8504 -10.5953 -4.0461 0.2 -0.4 -0.3 0.13
H 24.5380 -6.8294 -8.3456 0.2 -0.2 -0.3 0.05
H 18.3712 -4.0897 -6.8651 -0.3 0.1 0.4 0.17
H 28.6574 -9.3945 -5.3618 0.4 0.0 -0.1 0.12
O 18.6441 -3.7088 -8.8226 -1.3 0.7 -1.6 0.06
C 20.3661 -4.6765 -7.5482 0.2 -2.2 0.5 -0.33
H 30.9415 -10.0215 -2.8660 0.3 -0.1 0.1 0.08
H 19.3146 -2.6251 -7.2854 0.2 0.3 0.3 0.17
C 28.6370 -9.5532 -4.2836 1.0 0.2 0.6 -0.21
H 19.4469 -6.7176 -8.1838 -0.4 0.6 0.7 0.08
```
Forces are in eV/Å.

⟨S²⟩: 0.75
Orbital gap (alpha / beta): 2.637 / 1.613 eV
Net charge: +2
Multiplicity: 2



# 6
The following is a DFT calculation (the ωB97M-V functional and the def2-TZVPD basis) of an isolated molecule of CH3F2OPS.

The geometry in XYZ format:
```
9
Properties=species:S:1:pos:R:3:forces:R:3:lowdin_charge:R:1
H 0.6795 -0.3085 0.6059 -1.8 1.2 -0.7 0.14
F -3.5025 1.6308 0.6638 0.6 -1.9 -0.6 -0.19
P -3.0345 0.2087 0.0892 3.0 1.1 1.3 0.35
H -0.4022 -0.7586 -0.5690 -0.6 -2.0 -1.7 0.04
S -4.3485 -1.1878 -0.0056 1.3 1.2 0.2 0.33
F -2.3656 0.7284 -1.2604 -1.1 -0.5 0.9 -0.19
C -0.3197 0.0485 0.0681 4.5 -2.0 1.6 -0.28
O -1.2874 0.0468 1.0298 -5.6 1.1 -1.2 -0.27
H -0.0729 0.8386 -0.5906 -0.3 1.8 0.1 0.07
```
Forces are in eV/Å.

Energy relative to the best compared isomer or geometry (same formula, charge and spin): 156.5 kJ/mol
Orbital gap: 10.112 eV
Multiplicity: 1



Which of these has the highest multiplicity?
C40H60CoN8O4P